(1)
This record from the OMol25 dataset describes a molecular structure, H12LiO6. The level of theory is ωB97M-V/def2-TZVPD.

net charge = +1
orbital gap = 0.43230 Ha
lowest unoccupied orbital energy = -3.2 eV

Element x y z (Å)
Li (-0.0019, -0.0076, 0.0684)
O (1.9256, 1.1828, 1.0958)
H (1.9773, 1.9411, 1.5804)
H (2.8641, 0.7959, 1.0049)
O (-1.4742, -1.2302, -1.0489)
H (-2.3678, -1.0492, -1.0541)
H (-1.6389, -2.2069, -0.8744)
O (0.9195, 0.9329, -1.7736)
H (0.3300, 1.4090, -2.3069)
H (1.8364, 1.1053, -1.8863)
O (-0.7394, -0.6318, 1.7851)
H (-1.0506, 0.0309, 2.3499)
H (-0.3500, -1.2251, 2.4183)
O (1.2726, -1.8098, -0.2406)
H (1.2299, -2.2824, -0.9480)
H (0.7611, -2.4389, 0.3684)
O (-1.4271, 1.6449, -0.0111)
H (-2.2967, 1.7843, 0.3480)
H (-1.7700, 2.0549, -0.8754)

(2)
This record from the OMol25 dataset describes a molecular structure, H12LiO6. The level of theory is ωB97M-V/def2-TZVPD.

net charge = +1
orbital gap = 0.43244 Ha
lowest unoccupied orbital energy = -3.4 eV

Element x y z (Å)
Li (0.2039, -0.0697, -0.1601)
O (2.2599, -0.0257, -0.8261)
H (2.4209, 0.6013, -1.5801)
H (3.1759, -0.3347, -0.6161)
O (0.6759, 0.0703, 1.9579)
H (1.0129, -0.7067, 2.5029)
H (-0.1671, 0.0953, 2.3219)
O (0.0819, -2.2587, 0.3919)
H (-0.8931, -2.4237, 0.4299)
H (0.5309, -2.9667, 0.8029)
O (-0.3331, -0.3547, -2.3221)
H (-0.6231, 0.6103, -2.4801)
H (-1.1381, -0.8537, -2.2791)
O (-2.0711, 0.1413, 0.7939)
H (-2.4541, 0.3233, 1.6309)
H (-2.1781, 0.9623, 0.4009)
O (-0.1651, 1.9873, -0.4571)
H (-0.5871, 2.4593, 0.2559)
H (0.2469, 2.7443, -0.7681)

Most stable one: (2), least stable one: (1).

(1)
This record from the OMol25 dataset describes 5 unconnected molecules or ions with the total composition C10H30O10. The level of theory is ωB97M-V/def2-TZVPD.

net charge = 0
orbital gap = 0.34861 Ha
lowest unoccupied orbital energy = 0.5 eV

Element x y z (Å)
C (-2.1527, -4.0074, 3.4247)
C (-3.4603, -3.5533, 4.0295)
O (-4.4468, -4.5325, 3.4802)
O (-1.2243, -2.9181, 3.4920)
H (-2.3215, -4.5436, 2.4749)
H (-1.7606, -4.7764, 3.9599)
H (-3.9590, -2.5050, 3.7358)
H (-3.2873, -3.6082, 5.1307)
H (-5.0979, -4.6790, 3.9591)
H (-1.0010, -2.5924, 4.4441)
C (-1.7866, 2.7806, -1.5781)
C (-1.4463, 4.1603, -2.4340)
O (-0.2955, 4.6561, -1.7389)
O (-2.9546, 2.2610, -2.1950)
H (-2.0897, 3.1087, -0.4962)
H (-1.0102, 2.2567, -1.5872)
H (-2.2682, 4.8205, -2.3995)
H (-1.1778, 4.1059, -3.4554)
H (0.2247, 5.2778, -2.1864)
H (-2.7084, 1.4792, -2.5470)
C (3.2387, -0.2956, -3.7883)
C (2.3335, -0.3566, -2.6074)
O (2.6028, -1.5891, -1.9364)
O (3.0558, 0.9062, -4.5257)
H (3.1969, -0.9935, -4.5101)
H (4.2920, -0.3875, -3.6387)
H (1.2771, -0.5727, -2.8913)
H (2.4315, 0.5138, -1.9927)
H (2.7132, -2.3476, -2.3666)
H (3.8695, 0.9508, -5.0292)
C (0.1774, -2.1641, 0.3043)
C (-0.5647, -0.9080, 0.6149)
O (-0.3402, -0.6105, 1.9473)
O (0.0133, -2.4761, -0.9709)
H (-0.2131, -3.1134, 0.7257)
H (1.3038, -2.0620, 0.5591)
H (-1.6499, -1.0397, 0.5267)
H (-0.2631, -0.0627, 0.0586)
H (-0.6048, -1.4234, 2.3596)
H (0.6548, -1.9341, -1.3035)
C (1.6485, 2.3349, 0.3432)
C (1.6715, 2.4134, 1.8838)
O (0.4274, 2.3121, 2.3638)
O (2.9189, 2.6163, -0.0653)
H (1.0110, 3.3059, 0.1205)
H (1.1437, 1.4406, -0.0453)
H (2.0528, 3.3002, 2.3223)
H (2.3231, 1.6010, 2.1401)
H (-0.0372, 1.6249, 1.9253)
H (3.5397, 1.8258, -0.0371)

(2)
This record from the OMol25 dataset describes 5 unconnected molecules or ions with the total composition C10H30O10. The level of theory is ωB97M-V/def2-TZVPD.

net charge = 0
orbital gap = 0.36300 Ha
lowest unoccupied orbital energy = 0.3 eV

Element x y z (Å)
C (-1.0335, -0.1706, 0.3771)
C (0.1609, -0.6555, -0.4245)
O (1.2734, -1.0460, 0.3716)
O (-1.3606, -1.0956, 1.4027)
H (-1.8492, -0.1284, -0.3460)
H (-0.8292, 0.8228, 0.7859)
H (0.4173, 0.1960, -1.0720)
H (-0.1515, -1.4895, -1.0634)
H (1.9760, -1.0755, -0.2835)
H (-0.5539, -1.5668, 1.6378)
C (-2.1477, 4.3699, 1.5254)
C (-2.1945, 3.8372, 2.9439)
O (-2.1567, 2.4249, 3.0102)
O (-1.1254, 3.7902, 0.7142)
H (-2.0044, 5.4578, 1.5806)
H (-3.0889, 4.2134, 1.0005)
H (-3.1403, 4.1664, 3.3729)
H (-1.3457, 4.2395, 3.5118)
H (-1.5482, 2.1194, 2.3285)
H (-0.2826, 4.0761, 1.0821)
C (-1.8261, -2.8241, 4.6127)
C (-1.9841, -1.8643, 5.7582)
O (-1.3655, -0.6450, 5.3305)
O (-2.6358, -2.4161, 3.4940)
H (-2.1464, -3.8298, 4.8654)
H (-0.7973, -2.7461, 4.2483)
H (-1.5088, -2.2641, 6.6614)
H (-3.0386, -1.6511, 5.9528)
H (-1.6768, 0.0781, 5.8803)
H (-2.3274, -1.5395, 3.2260)
C (3.6529, 0.1489, -2.3176)
C (4.9055, 0.9365, -2.0017)
O (5.9638, 0.1183, -1.5586)
O (3.7100, -0.4221, -3.6222)
H (2.7500, 0.7712, -2.2673)
H (3.4946, -0.5667, -1.5016)
H (4.6367, 1.6571, -1.2272)
H (5.2028, 1.5081, -2.8870)
H (6.1146, -0.5476, -2.2373)
H (3.6827, -1.3789, -3.5478)
C (-0.9000, -1.8775, -4.2704)
C (-0.5721, -1.1293, -5.5211)
O (0.7416, -0.5970, -5.4786)
O (0.0169, -2.9201, -3.9975)
H (-1.8969, -2.3129, -4.3575)
H (-0.9879, -1.2567, -3.3645)
H (-1.3477, -0.3885, -5.7490)
H (-0.6493, -1.8645, -6.3392)
H (0.8904, -0.1560, -6.3186)
H (0.8828, -2.5060, -3.9205)

Most stable one: (2), least stable one: (1).

(1)
This record from the OMol25 dataset describes 2 unconnected molecules or ions with the total composition CH5S3. The level of theory is ωB97M-V/def2-TZVPD.

net charge = 0
orbital gap (spin up / spin down) = 0.34478 / 0.25760 Ha
lowest unoccupied orbital energy (spin up / spin down) = 0.4 / -2.4 eV
multiplicity = 2
expectation value of S² = 0.75

Element x y z (Å)
S (2.5448, 0.1552, 0.9643)
H (2.2872, -0.9891, 0.3117)
C (-1.3159, -0.5419, -0.2779)
S (-1.2956, 1.0294, 0.5850)
S (0.1756, 2.0618, -0.4018)
H (-1.9079, -0.5679, -1.1977)
H (-0.3105, -0.8312, -0.5707)
H (-1.7913, -1.2827, 0.3658)
H (1.6135, 0.9664, 0.2212)

(2)
This record from the OMol25 dataset describes 2 unconnected molecules or ions with the total composition CH5S3. The level of theory is ωB97M-V/def2-TZVPD.

net charge = 0
orbital gap (spin up / spin down) = 0.34177 / 0.27610 Ha
lowest unoccupied orbital energy (spin up / spin down) = 0.7 / -1.6 eV
multiplicity = 2
expectation value of S² = 0.75

Element x y z (Å)
S (-3.0192, -3.8354, 1.4471)
H (-2.1224, -2.8760, 1.1785)
C (2.0396, 1.6179, -0.4376)
S (0.4744, 2.3962, -0.5175)
S (-0.7386, 1.3772, -1.7485)
H (2.4794, 0.7279, -0.7603)
H (2.7121, 2.4391, -0.5355)
H (2.1420, 1.2331, 0.5931)
H (-3.9674, -3.0799, 0.7805)

Most stable one: (1), least stable one: (2).